# 1
Density functional theory data (ωB97M-V/def2-TZVPD) for 2 unconnected molecules or ions with the total composition C4H10N.

The geometry in ORCA input format:
```
! RIJCOSX wB97M-V def2-TZVPD def2/J DEFGRID3
* xyz 1 1
N 1.8938 0.2842 -0.1390
H 3.3185 -0.1471 -1.4003
H -0.3682 -1.2113 -0.8176
H 1.6343 1.2801 -0.2364
H 3.3812 -1.1685 0.2489
H -0.2552 0.6204 -1.4623
C -0.7171 -0.1069 -0.7997
H -1.1854 1.3449 0.2866
H -3.0292 0.4704 1.8032
H -3.7036 -0.3830 0.4191
C -1.5018 0.3689 0.1901
C -2.7030 -0.1824 1.0042
H -2.5165 -1.0463 1.5486
H 1.1286 -0.1844 0.4953
C 2.9784 -0.3403 -0.3798
*
```

## Properties
**Kohn-Sham gap**: 7.216 eV
**Relative energy (zero: lowest compared OMol25 entry of this formula, charge and spin)**: 415.61 kJ/mol
**Total energy**: -212.762054 Ha
**LUMO energy**: -6.122 eV
**E_HOMO**: -13.34 eV

# 2
Density functional theory data (ωB97M-V/def2-TZVPD) for 3 unconnected molecules or ions with the total composition C28H57BrFN2O11P2S.

The geometry in ORCA input format:
```
! RIJCOSX wB97M-V def2-TZVPD def2/J DEFGRID3
* xyz 1 1
H 4.5150 -1.5943 -4.4236
H 2.5731 3.8256 -1.0199
H -3.7053 -5.2650 1.7235
H -0.5460 4.0643 0.5699
O 2.9939 0.5804 -3.8464
H -1.0954 -1.3144 2.6327
C -3.5946 -0.3106 0.1833
N 3.4330 -0.1643 -1.6869
C -1.2282 3.2083 0.4464
H -0.2928 -6.3419 -0.1976
H 3.0267 -0.4520 1.2771
Br 6.4460 -2.5705 -0.3078
C 1.8971 2.5593 2.3140
H 5.2470 -1.5106 -2.8274
P -7.5273 -1.2013 -3.1372
O -6.4249 -0.1902 -2.3221
H 2.9452 2.8084 2.5652
H 8.5402 2.3863 2.0469
O -3.3431 0.0018 2.4815
H 5.0795 4.1550 1.4370
H -1.2131 1.0437 0.4082
H 5.9809 0.2810 1.4584
C 3.4627 4.0332 -0.3965
C 7.4679 2.5910 2.1823
H -3.3077 0.2985 -0.6937
C 4.2170 2.7082 0.0105
C -9.2708 -2.2529 -4.8321
C 1.4148 1.6083 3.4475
H -4.5251 -0.8361 -0.1028
O -8.8172 -2.2054 -3.4849
C 3.7609 0.3716 1.2029
H -8.2331 1.4233 -5.3176
C 3.6646 -0.0565 -3.1046
H -0.7427 1.7271 1.9714
H 2.3488 -1.5212 -0.3859
H -9.7789 -1.3268 -5.1008
O -0.2475 -3.0845 2.0819
H 6.8132 2.0429 0.1143
H -4.4915 3.4175 0.3993
H 7.3710 3.5139 2.7923
H -7.8404 0.9677 -1.2984
H 5.4677 0.0941 -0.2240
C 2.7170 -1.4315 -1.4177
H 2.0473 1.6695 4.3454
H 5.5992 -1.9634 1.9638
H -2.6834 -6.6310 1.2647
H 4.8698 2.4085 -0.8325
H -6.6966 0.5881 -5.0081
C -7.5756 1.0354 -4.5416
O -8.3064 0.0889 -3.7720
C 2.7825 1.0239 -1.1545
O -1.7359 -4.8014 1.4217
H 5.6799 -0.2356 -3.9913
F 1.2175 3.7490 2.2738
C 5.1683 3.0764 1.2090
C -3.7183 2.6703 0.6637
C 3.2348 1.5288 0.2751
O -0.0282 -6.4117 1.8792
H 0.3826 1.8652 3.7504
S 0.9218 0.8603 -1.1693
H -7.2670 1.8679 -3.9066
H -1.5685 -2.6839 3.6494
H 1.4011 -6.4190 0.3641
C -3.7395 0.4981 1.4878
H -2.6024 -5.9771 2.9196
C 6.6884 2.8471 0.8582
H 4.2273 -2.1336 0.7985
C -2.5118 3.4162 1.3230
H -2.8113 -1.0744 0.3254
C 5.2222 -1.6936 0.9628
C 5.1891 -0.1396 0.8153
H 7.0811 3.7889 0.4283
O -6.5126 -1.7905 -4.0738
N 1.9605 1.9045 0.9856
C -2.7278 -5.7225 1.8665
H -9.9903 -3.0686 -4.8992
H 4.9558 2.5398 2.1508
H 4.1729 4.5775 -1.0510
H -2.3711 2.9860 2.3347
C -6.8980 0.4420 -1.1242
O -4.3375 1.7328 1.5492
H -2.6780 4.4999 1.4469
O -0.4025 -4.8958 3.6690
C -0.5980 1.8287 0.8866
H -3.3749 2.2333 -0.2903
H 6.9392 1.8061 2.7572
H 3.8578 0.7660 2.2359
H -2.2369 -2.5026 2.0036
H -1.4756 3.1570 -0.6331
H 0.3615 -7.8506 0.4654
H 3.4632 -2.2482 -1.5375
P -0.2875 -4.7607 2.1793
H -6.1491 1.1649 -0.8016
C 0.8271 1.6196 0.4158
H -8.4513 -2.4486 -5.5220
H 2.9107 1.8796 -1.8392
C 0.3839 -6.7658 0.5496
H 1.3807 0.5542 3.1113
H 1.9268 -1.6597 -2.1647
C -1.3547 -2.3736 2.6280
H 3.2583 4.6793 0.4699
C 4.8548 -0.8800 -3.6527
H -7.0330 -0.3033 -0.3386
*
```

## Properties
**Kohn-Sham gap**: 7.854 eV
**Total energy**: -5792.678382 Ha
**LUMO energy**: -3.702 eV
**E_HOMO**: -11.56 eV